Record 1
{"formula": "C22H24GaO8", "method": "ωB97M-V/def2-TZVPD", "symbols": ["Ga", "H", "C", "C", "H", "C", "H", "O", "C", "C", "C", "C", "C", "C", "H", "H", "H", "C", "H", "C", "O", "H", "O", "H", "C", "C", "H", "C", "H", "H", "C", "C", "H", "C", "H", "O", "H", "H", "O", "H", "O", "C", "O", "C", "C", "C", "H", "H", "H", "C", "O", "H", "H", "H", "H"], "xyz": [[-1.360, -2.120, 0.198], [-0.839, -2.364, 1.716], [3.091, 2.885, 3.743], [0.523, -1.302, -3.930], [-5.433, -2.357, -0.757], [4.196, -1.184, 0.010], [4.531, 2.241, 2.225], [2.049, -0.785, 0.894], [0.198, -1.640, -6.430], [1.366, -0.302, -4.184], [4.441, 2.491, 3.274], [1.002, 0.165, 1.048], [-8.434, -0.644, -0.617], [-7.393, -1.600, -1.060], [5.242, -1.052, 0.280], [6.470, 2.160, 3.787], [-0.891, 0.510, 0.036], [-6.931, 0.171, 1.143], [4.065, -0.933, -1.037], [-0.128, -2.050, -5.037], [2.462, 1.017, -5.804], [3.422, 0.739, 0.484], [-0.899, -2.962, -4.829], [-0.286, -2.198, -7.222], [1.691, 0.106, -5.568], [2.937, 3.228, 5.180], [1.381, 1.174, 1.199], [5.477, 2.447, 4.109], [0.280, -1.608, -2.914], [3.794, -0.320, 1.899], [3.973, 3.185, 6.013], [0.105, 0.135, -0.226], [3.888, -2.213, 0.150], [3.349, -0.271, 0.896], [-7.648, -2.231, -1.902], [-4.814, -0.862, 1.251], [1.849, 0.254, -3.391], [3.884, 3.430, 7.064], [-9.513, -0.579, -1.174], [-2.643, -1.184, 0.280], [6.269, 2.756, 6.305], [-8.112, 0.236, 0.532], [2.148, 2.924, 2.985], [-6.211, -1.669, -0.450], [5.324, 2.792, 5.543], [-5.887, -0.791, 0.702], [-8.888, 0.926, 0.839], [0.365, -0.152, 1.868], [1.292, -0.326, -7.680], [1.040, -0.641, -6.674], [0.013, -1.158, -0.756], [1.944, 3.511, 5.502], [-6.676, 0.804, 1.983], [0.579, 0.761, -0.996], [-1.653, -3.547, -0.498]], "forces_ev_per_a": [[0.102, -0.555, 0.250], [0.073, 0.029, -0.071], [-0.111, -0.048, -0.038], [-0.040, -0.159, 0.141], [0.064, 0.051, 0.042], [-0.024, 0.406, 0.148], [-0.062, -0.011, -0.003], [0.149, 0.663, 0.166], [0.034, 0.047, -0.074], [-0.026, -0.030, -0.056], [0.162, -0.022, -0.015], [-0.800, -0.436, -0.873], [-0.045, -0.033, -0.077], [0.066, -0.005, 0.049], [0.217, -0.160, -0.112], [0.013, -0.001, 0.034], [0.023, 0.453, 0.002], [-0.102, 0.072, -0.059], [-0.048, -0.016, -0.199], [0.019, 0.048, 0.066], [-0.008, -0.018, -0.054], [-0.219, 0.261, 0.245], [0.008, -0.012, -0.082], [-0.022, -0.023, 0.030], [0.049, 0.071, 0.119], [0.046, 0.006, 0.092], [0.091, 0.102, 0.236], [-0.057, 0.011, -0.057], [-0.035, 0.112, 0.117], [-0.155, 0.367, 0.246], [-0.078, 0.021, -0.018], [0.940, -0.782, -0.257], [0.051, -0.186, 0.126], [0.331, -0.999, -0.480], [-0.031, 0.022, -0.009], [-0.361, 0.059, 0.349], [-0.008, -0.005, 0.012], [0.040, -0.012, 0.007], [0.009, 0.011, 0.031], [0.113, 0.216, -0.328], [-0.012, 0.016, -0.007], [0.063, 0.025, 0.075], [0.020, 0.106, 0.006], [-0.109, -0.095, -0.115], [0.063, -0.026, 0.039], [0.192, -0.047, -0.061], [-0.027, -0.017, -0.031], [0.151, -0.007, 0.405], [0.027, 0.032, 0.017], [-0.045, -0.054, -0.067], [-0.691, 0.076, 0.258], [-0.020, -0.018, -0.043], [0.042, -0.014, 0.002], [-0.137, 0.350, 0.022], [0.116, 0.159, -0.146]], "homo_ev": -4.5, "charge": -1, "lumo_ev": 0.1, "fmax_ev_per_a": 1.26, "energy_ha": -3379.2901, "homo_lumo_gap_ev": 4.65}

---

Record 2
{"formula": "C22H24IrN6O2Se", "method": "ωB97M-V/def2-TZVPD", "symbols": ["C", "C", "C", "C", "Ir", "N", "Se", "H", "C", "H", "H", "N", "C", "N", "H", "H", "H", "H", "H", "H", "H", "H", "C", "O", "H", "C", "H", "C", "C", "H", "H", "C", "C", "C", "C", "H", "H", "N", "C", "C", "H", "C", "H", "H", "N", "H", "H", "H", "N", "C", "O", "C", "C", "H", "C", "C"], "xyz": [[-0.868, -4.523, -0.304], [-1.216, 1.180, 2.310], [0.953, 4.605, -0.114], [-0.302, 3.747, 2.231], [-0.601, -0.163, -0.517], [-1.604, -1.317, -2.107], [-4.409, 2.577, -0.855], [2.460, 1.226, -0.381], [-0.993, 3.280, 3.378], [-0.941, -0.266, -3.778], [1.243, -1.379, -3.953], [-0.567, 1.568, 1.248], [2.590, 0.152, -0.230], [-1.800, 1.268, -1.172], [0.047, 5.747, 2.954], [1.151, 6.509, 0.885], [1.018, 0.532, -2.577], [-2.478, -0.839, -2.299], [-1.152, 3.956, 4.209], [1.647, -4.245, 1.936], [-2.872, -2.643, -1.110], [3.595, -0.007, 0.174], [-0.779, -1.249, -3.330], [-2.058, -0.791, 3.254], [2.639, -1.610, -1.462], [-2.841, 1.792, -1.055], [1.504, 0.388, 1.439], [0.842, -2.663, 0.737], [0.670, -1.421, -3.025], [1.414, 4.962, -1.026], [0.867, -2.385, -2.557], [0.792, 5.493, 0.972], [0.530, 3.309, -0.023], [0.050, -4.911, 0.660], [-0.898, -3.201, -0.688], [0.632, 2.621, -0.854], [2.796, -1.927, 1.207], [1.063, -0.362, -2.092], [0.921, -3.971, 1.181], [-1.733, -0.221, 2.247], [1.546, -1.546, 2.376], [1.754, -1.607, 1.306], [0.072, -5.932, 1.016], [-2.041, -3.367, -2.483], [-0.066, -2.293, -0.176], [-2.006, 1.594, 4.265], [3.177, -0.127, -2.250], [-1.568, -5.231, -0.729], [1.558, -0.296, 0.696], [2.444, -0.540, -1.556], [-1.784, -0.720, 1.023], [-1.919, -2.682, -1.642], [-0.106, 2.855, 1.153], [-1.090, -2.002, -4.057], [0.180, 5.073, 2.117], [-1.464, 2.001, 3.424]], "forces_ev_per_a": [[0.056, -0.052, 0.012], [-0.116, 0.147, 0.073], [0.036, -0.013, 0.011], [-0.023, -0.004, 0.009], [-0.971, -2.499, -1.993], [0.682, 0.624, 1.229], [0.136, -0.009, -0.084], [0.033, 0.006, 0.129], [0.037, 0.101, 0.036], [-0.070, -0.016, -0.005], [0.079, 0.026, 0.042], [0.751, 0.107, -0.689], [0.067, 0.145, -0.031], [0.258, -0.219, 0.539], [-0.002, 0.010, -0.025], [-0.011, -0.001, 0.012], [0.201, -0.064, -0.158], [-0.026, 0.030, 0.093], [0.011, 0.007, -0.018], [0.008, 0.034, -0.016], [-0.028, 0.075, -0.040], [0.049, -0.011, -0.095], [-0.241, 0.039, -0.575], [-0.189, -0.345, -0.355], [-0.099, -0.017, -0.027], [-0.115, 0.290, -0.007], [-0.126, 0.021, -0.028], [-0.059, -0.050, -0.120], [0.226, -0.127, -0.086], [0.019, -0.010, 0.018], [0.034, 0.003, 0.003], [0.016, 0.006, -0.041], [-0.061, -0.084, 0.015], [-0.042, -0.012, 0.064], [-0.061, -0.012, -0.042], [0.025, 0.042, -0.015], [-0.014, -0.114, 0.033], [-0.517, 1.136, 0.702], [0.011, -0.080, -0.061], [0.193, 0.246, 0.157], [0.025, 0.051, 0.012], [0.095, -0.001, -0.049], [0.032, -0.001, -0.049], [-0.014, 0.092, -0.087], [0.870, 0.789, 0.958], [0.001, 0.001, 0.003], [-0.038, -0.129, -0.146], [0.017, 0.007, -0.021], [0.220, 0.297, 0.848], [-0.041, -0.049, -0.072], [-0.726, -0.111, -0.369], [-0.427, -0.208, 0.125], [-0.057, -0.089, 0.155], [-0.200, 0.021, 0.057], [-0.039, 0.005, 0.077], [0.124, -0.028, -0.108]], "e_above_lowest_kcal_mol": 36.4, "homo_ev": [-14.3, -14.1], "charge": 2, "lumo_ev": [-6.7, -9.0], "fmax_ev_per_a": 3.34, "energy_ha": -3836.9946, "multiplicity": 2, "homo_lumo_gap_ev": [7.60, 5.04], "s2": 0.79}

---

Record 3
{"formula": "C22H24MnN4O4S", "method": "ωB97M-V/def2-TZVPD", "symbols": ["H", "C", "H", "C", "H", "S", "H", "H", "H", "Mn", "O", "H", "H", "H", "H", "C", "H", "C", "H", "N", "C", "H", "O", "C", "H", "N", "C", "H", "O", "H", "C", "H", "N", "O", "H", "C", "C", "H", "H", "C", "H", "C", "H", "H", "C", "C", "C", "C", "C", "C", "N", "C", "C", "C", "H", "C"], "xyz": [[-1.587, -2.675, -3.302], [-0.121, -6.555, 1.582], [0.035, -2.150, -2.748], [0.582, 4.228, -2.220], [-3.090, 2.162, 1.811], [-1.696, -1.425, -1.267], [-1.079, -0.978, -3.516], [4.180, 0.392, 2.592], [1.520, -4.558, 0.708], [-0.615, 1.384, 0.485], [-1.820, 4.396, -2.491], [-3.194, 2.203, 0.181], [0.918, 6.694, -5.175], [3.219, 1.829, 0.937], [-0.284, -1.238, 3.946], [0.476, -4.348, 0.514], [2.951, 5.828, -4.054], [1.848, 4.642, -2.662], [-1.323, 6.020, -4.376], [1.254, 1.939, 0.455], [-0.426, 5.637, -3.910], [0.888, -2.454, -0.414], [-0.304, 0.403, 1.961], [3.206, 0.018, 2.884], [-1.760, 3.714, -1.809], [-3.289, 0.348, 0.898], [-1.004, -1.858, -2.880], [-4.289, 0.325, 1.055], [-0.758, -0.340, -0.782], [2.717, 4.252, -2.154], [-1.208, -2.912, -0.387], [3.981, -1.261, 4.408], [-2.793, 1.693, 0.960], [-0.692, 2.745, -0.795], [-2.840, -0.181, 1.637], [0.791, 0.008, 2.585], [1.973, 5.520, -3.712], [-0.394, -6.528, 2.639], [1.741, -2.054, 5.101], [0.489, 3.255, -1.137], [-3.240, -3.566, -0.163], [2.071, 0.490, 2.204], [0.949, -6.743, 1.516], [-2.605, -5.658, 0.985], [0.128, -3.172, -0.129], [-0.496, -5.268, 0.905], [2.225, 1.455, 1.163], [-2.197, -3.792, 0.026], [3.097, -0.895, 3.903], [0.698, -0.898, 3.646], [1.555, 2.881, -0.495], [0.829, 6.014, -4.338], [-1.835, -4.966, 0.665], [1.833, -1.346, 4.288], [-0.653, -7.393, 1.133], [-0.566, 4.737, -2.855]], "forces_ev_per_a": [[-0.016, -0.025, 0.068], [-0.016, 0.004, 0.059], [0.033, 0.003, 0.007], [-0.247, 0.054, -0.208], [0.168, 0.137, 0.086], [0.136, -0.685, -0.221], [-0.035, 0.014, 0.044], [-0.010, -0.012, -0.013], [-0.005, -0.010, 0.007], [-0.318, -0.202, -0.292], [-0.139, 0.179, -0.229], [0.033, 0.044, -0.109], [0.024, 0.030, 0.027], [0.009, 0.061, -0.034], [0.006, -0.016, -0.024], [-0.003, 0.019, -0.014], [0.000, -0.018, 0.027], [-0.108, 0.015, 0.032], [0.011, -0.021, -0.015], [0.027, -0.448, 0.260], [-0.082, 0.024, -0.004], [0.002, -0.024, -0.017], [-0.659, -0.182, 0.512], [0.069, 0.124, -0.109], [0.047, -0.092, 0.107], [-0.165, -0.150, -0.012], [-0.120, 0.165, 0.199], [-0.072, 0.031, 0.064], [0.280, 0.783, 0.240], [0.024, -0.016, -0.038], [-0.173, 0.255, -0.066], [0.000, 0.040, 0.003], [0.529, -0.341, -0.143], [-0.395, 0.099, -0.226], [0.092, 0.009, 0.038], [0.751, 0.014, 0.000], [0.128, 0.065, -0.055], [0.007, 0.010, -0.005], [-0.021, 0.000, 0.002], [0.654, -0.264, 0.548], [0.004, -0.023, 0.011], [-0.425, -0.341, 0.280], [-0.003, -0.015, -0.011], [0.007, -0.018, -0.026], [0.091, 0.111, 0.005], [-0.077, 0.026, -0.005], [-0.221, 0.189, -0.201], [-0.093, 0.084, -0.091], [0.046, -0.108, 0.094], [-0.210, 0.029, -0.107], [0.144, 0.490, -0.533], [-0.088, -0.047, 0.035], [0.047, -0.013, 0.020], [0.073, 0.090, -0.080], [0.033, -0.017, -0.002], [0.223, -0.111, 0.113]], "e_above_lowest_kcal_mol": 8.2, "homo_ev": [-10.5, -10.6], "charge": 1, "lumo_ev": [-3.8, -3.6], "fmax_ev_per_a": 0.89, "energy_ha": -2921.7358, "multiplicity": 5, "homo_lumo_gap_ev": [6.73, 7.01], "s2": 6.05}

---

Record 4
{"formula": "C22H24N2O2S", "method": "ωB97M-V/def2-TZVPD", "symbols": ["C", "C", "H", "C", "C", "N", "C", "H", "H", "C", "S", "C", "H", "C", "H", "H", "C", "H", "H", "H", "H", "C", "C", "C", "C", "C", "C", "H", "H", "H", "H", "H", "C", "H", "C", "H", "H", "H", "H", "C", "H", "H", "O", "C", "H", "N", "C", "C", "C", "O", "H"], "xyz": [[-1.722, 1.453, -0.177], [-2.342, -2.102, 1.964], [0.819, 1.700, -0.353], [-1.970, 0.236, 0.501], [4.084, -0.231, 0.802], [1.111, 0.972, -0.991], [-1.845, -1.002, 2.593], [-0.475, 2.299, -3.571], [-4.262, -2.580, -1.543], [-1.643, 0.203, 1.886], [-2.001, 1.562, -1.937], [-2.668, -2.069, 0.587], [-3.809, -4.302, -1.474], [2.073, 0.075, -0.468], [-1.595, -1.018, 3.642], [4.906, 0.187, 1.366], [-3.464, -3.286, -1.291], [5.441, -2.130, 2.125], [0.741, -2.982, -1.161], [-0.145, -1.456, -1.002], [4.696, -3.514, 1.310], [-0.967, 2.390, 1.903], [4.009, -1.605, 0.620], [-1.243, 2.529, 0.526], [0.785, -1.911, -1.343], [0.692, 1.050, -2.276], [3.223, 2.101, 0.478], [-2.725, -0.842, -1.179], [-2.502, -3.030, 2.490], [2.854, -3.190, -0.220], [-0.107, 3.070, -2.004], [-2.588, -3.081, -1.914], [3.130, 0.618, 0.269], [2.417, 2.446, 1.129], [-0.447, 3.557, 2.682], [-1.215, 4.326, 2.755], [0.423, 3.996, 2.195], [3.152, 2.632, -0.471], [5.916, -2.548, 0.481], [-2.483, -0.910, -0.130], [-0.178, 3.232, 3.683], [0.868, -1.734, -2.415], [-3.144, -3.233, 0.080], [2.937, -2.120, -0.090], [4.168, 2.360, 0.949], [-1.148, 1.265, 2.543], [1.951, -1.305, -0.631], [-0.356, 2.133, -2.502], [5.074, -2.504, 1.172], [1.084, 0.343, -3.177], [-1.078, 3.483, 0.047]], "forces_ev_per_a": [[-0.015, 0.335, -0.247], [0.035, 0.021, 0.056], [-0.100, -0.106, -0.224], [0.212, 0.135, 0.534], [-0.103, -0.091, -0.042], [0.146, 0.067, 0.501], [-0.106, -0.265, -0.099], [0.098, -0.007, 0.066], [0.038, -0.006, 0.014], [-0.247, -0.090, -0.750], [0.092, 0.131, 0.056], [0.046, 0.379, -0.200], [0.018, 0.084, -0.031], [0.314, -0.249, 0.026], [0.034, -0.012, 0.120], [0.096, 0.069, 0.078], [-0.047, -0.007, -0.232], [0.055, -0.034, 0.075], [-0.036, -0.076, 0.064], [-0.061, -0.016, -0.039], [0.024, -0.086, 0.040], [0.096, 0.013, 0.000], [-0.059, 0.025, 0.022], [-0.242, -0.284, -0.022], [0.019, -0.013, -0.133], [-0.154, 0.470, -0.213], [0.025, -0.101, -0.040], [0.014, -0.126, -0.057], [-0.004, -0.100, 0.095], [-0.032, -0.138, -0.007], [0.040, 0.008, -0.067], [-0.021, 0.021, 0.025], [-0.041, 0.000, -0.111], [-0.044, 0.138, 0.041], [-0.010, 0.016, 0.023], [-0.013, 0.114, 0.028], [0.062, 0.083, -0.009], [-0.019, 0.090, -0.013], [0.091, -0.062, 0.013], [-0.332, -0.565, -0.132], [0.024, 0.013, 0.039], [-0.073, -0.051, 0.014], [0.090, 0.018, 0.358], [0.091, 0.138, 0.044], [0.027, 0.054, 0.051], [0.175, 0.224, 0.500], [-0.039, 0.075, -0.027], [-0.287, -0.228, 0.168], [0.029, 0.026, -0.067], [0.096, -0.111, -0.217], [-0.002, 0.075, -0.075]], "e_above_lowest_kcal_mol": 0.0, "homo_ev": -8.3, "lumo_ev": 0.0, "fmax_ev_per_a": 0.79, "energy_ha": -1510.9561, "smiles": "COc1ccc2nc(C)cc(SCC(=O)Nc3c(C)cc(C)cc3C)c2c1", "homo_lumo_gap_ev": 8.30}